The following is a quantum chemistry calculation of a molecular structure, C20H28ClN3O5Yb at a distorted geometry, from the Open Molecules 2025 dataset.

Geometry (Å):
Yb -0.765 0.085 1.147
Cl -3.052 0.634 1.951
N 0.152 2.148 0.197
N -0.164 -2.229 0.599
C -0.835 2.888 -0.255
C -0.832 -3.015 -0.213
C 1.138 3.052 0.853
C 0.386 4.386 0.889
C 2.399 3.231 0.020
C 1.499 2.543 2.232
H 2.145 3.453 -1.025
H 3.049 2.349 0.063
H 2.956 4.086 0.427
H 0.641 2.657 2.901
H 2.340 3.121 2.640
H 1.776 1.480 2.234
C 0.750 -3.085 1.411
C 0.616 -4.454 0.745
C 0.247 -3.117 2.848
C 2.194 -2.594 1.360
H 2.555 -2.606 0.323
H 2.823 -3.279 1.948
H 2.299 -1.583 1.782
H -0.792 -3.474 2.858
H 0.283 -2.109 3.282
H 0.883 -3.790 3.440
O -0.434 -4.284 -0.257
H 0.290 -5.236 1.443
H 1.534 -4.772 0.231
O -0.779 4.183 0.035
H 0.961 5.224 0.479
H 0.028 4.628 1.899
C -2.022 2.397 -1.049
C -1.973 -2.592 -1.093
C -1.657 -1.307 -1.807
H -2.840 -2.434 -0.431
H -2.188 -3.420 -1.775
C -2.123 -0.100 -1.285
C -1.696 1.127 -1.793
H -2.811 -0.108 -0.415
C -0.927 1.152 -2.961
C -0.543 -0.059 -3.532
C -0.516 2.450 -3.592
C -0.871 -1.290 -2.965
H 0.080 -0.042 -4.431
C -0.383 -2.567 -3.586
H 0.052 -2.358 -4.569
H -1.191 -3.297 -3.718
H 0.400 -3.049 -2.983
H -1.355 3.154 -3.662
H -0.137 2.261 -4.603
H 0.290 2.948 -3.035
H -2.341 3.210 -1.718
H -2.813 2.191 -0.307
O -0.694 -0.164 4.800
N 0.304 0.325 4.264
O 1.148 1.057 4.799
O 0.516 -0.009 2.959

As for the HOMO-LUMO gap (alpha / beta): 2.79 / 6.17 eV. As for the net charge: -1. As for the total energy: -79954.91808 eV. The molar mass comes out at 598.95 g mol⁻¹. The calculation puts the lowest unoccupied orbital energy (alpha / beta) at 2.63 / 2.59 eV. Its highest occupied orbital energy (alpha / beta) is -0.162 / -3.579 eV. Its multiplicity is 2.

***

The following is a quantum chemistry calculation of a gas-phase ion, C4H7N2 (charge +1) at a distorted geometry, from the Open Molecules 2025 dataset.

Geometry (Å):
C 1.603 0.846 -0.012
C 1.394 -0.396 -0.086
C -0.814 0.104 -1.059
C -0.805 0.078 0.995
N -0.842 1.180 -0.009
N 0.000 -0.750 -0.002
H 1.978 1.913 0.129
H 2.212 -1.139 -0.062
H -1.853 -0.390 -1.146
H -0.441 0.375 -2.072
H -0.277 0.337 2.023
H -1.786 -0.394 1.098
H -0.367 -1.763 0.202

As for the HOMO-LUMO gap (alpha / beta): 9.92 / 8.62 eV. As for the net charge: +1. As for the total energy: -7227.91638 eV. The molar mass comes out at 83.11 g mol⁻¹. The calculation puts the lowest unoccupied orbital energy (alpha / beta) at -5.05 / -5.45 eV. Its highest occupied orbital energy (alpha / beta) is -14.971 / -14.068 eV. Its multiplicity is 1.

***

The following is a quantum chemistry calculation of a molecular structure, C31H31N7O4PdS3Si, from the Open Molecules 2025 dataset.

Geometry (Å):
Pd 0.794 -0.549 0.482
C -5.442 2.133 2.017
Si -4.081 2.084 0.752
C -4.521 0.883 -0.607
C -3.667 3.770 0.077
C -2.505 1.507 1.700
C -2.316 1.923 3.032
C -1.204 1.553 3.766
C -0.232 0.758 3.172
N -0.376 0.372 1.913
C -1.470 0.734 1.221
S -1.291 0.023 -0.421
H -6.372 2.439 1.531
H -5.258 2.847 2.821
H -5.614 1.152 2.464
H -5.501 1.175 -0.995
H -4.613 -0.142 -0.242
H -3.829 0.895 -1.449
H -4.534 4.194 -0.434
H -2.847 3.729 -0.643
H -3.384 4.462 0.873
H -3.069 2.541 3.506
H -1.083 1.871 4.792
H 0.661 0.435 3.689
C 4.394 -3.157 -1.430
N 3.061 -3.733 -1.272
C 2.782 -5.079 -1.158
C 1.448 -5.198 -0.985
N 0.927 -3.918 -1.007
C 1.926 -3.026 -1.181
S 1.829 -1.324 -1.427
C -0.462 -3.619 -0.772
C -1.408 -3.944 -1.723
C -2.740 -3.734 -1.391
C -3.048 -3.215 -0.142
C -2.009 -2.907 0.726
N -0.727 -3.108 0.419
H 5.119 -3.961 -1.350
H 4.562 -2.427 -0.640
H 4.484 -2.675 -2.400
H 3.554 -5.827 -1.204
H 0.825 -6.061 -0.831
H -1.113 -4.350 -2.681
H -3.522 -3.983 -2.095
H -4.075 -3.061 0.159
H -2.206 -2.500 1.712
O -1.203 1.345 -1.408
C -0.194 2.277 -1.267
O 0.630 2.182 -0.398
C -0.286 3.345 -2.277
C -1.265 3.367 -3.270
C -1.297 4.409 -4.180
C -0.357 5.430 -4.108
C 0.605 5.379 -3.115
C 0.663 4.359 -2.194
N 1.616 6.459 -3.029
O 1.541 7.349 -3.843
O 2.448 6.363 -2.153
H -1.998 2.574 -3.331
H -2.053 4.431 -4.952
H -0.357 6.255 -4.806
H 1.426 4.361 -1.430
N 3.092 1.533 1.313
C 3.385 0.268 1.640
N 2.544 -0.736 1.503
C 3.107 -1.951 1.919
C 2.474 -3.188 1.932
C 3.193 -4.288 2.370
C 4.516 -4.164 2.798
C 5.142 -2.930 2.812
C 4.420 -1.830 2.370
S 4.931 -0.161 2.297
H 2.260 1.737 0.774
H 3.812 2.235 1.341
H 1.435 -3.270 1.639
H 2.715 -5.258 2.401
H 5.053 -5.037 3.142
H 6.159 -2.827 3.165

As for the HOMO-LUMO gap: 7.57 eV. As for the net charge: +2. As for the total energy: -95121.86017 eV. The molar mass comes out at 796.34 g mol⁻¹. The calculation puts the lowest unoccupied orbital energy at -5.97 eV. Its highest occupied orbital energy is -13.537 eV. Its multiplicity is 1.

***

Which value of multiplicity does entry 3 give? 1